C28H42BF3IrN12P as an isolated structure in a non-equilibrium geometry. Source: the Open Molecules 2025 dataset; level of theory: wB97M-V/def2-TZVPD.

Each line ends with the Löwdin spin population.
Cartesian coordinates (Å):
Ir1 0.34 -0.15 -0.06  2.84
C1 -1.82 -3.06 2.59  0.01
C2 -1.73 -2.40 1.37  0.02
N1 -1.02 -1.28 1.51  0.13
N2 -0.65 -1.20 2.81  0.01
C3 -1.11 -2.28 3.47  0.01
B1 0.14 0.05 3.26  0.00
N3 1.61 -0.13 2.74  0.01
C4 2.76 -0.17 3.43  0.03
C5 3.81 -0.42 2.56  0.01
C6 3.21 -0.51 1.31  0.03
N4 1.89 -0.35 1.43  0.14
N5 -0.52 1.29 2.57  0.01
C7 -1.12 2.34 3.16  0.01
C8 -1.62 3.17 2.17  0.01
C9 -1.27 2.55 0.97  0.02
N6 -0.62 1.42 1.24  0.14
N7 0.18 0.32 4.75  0.00
C10 -0.40 -0.25 5.84  0.00
C11 -0.02 0.48 6.94  0.00
C12 0.80 1.50 6.42  0.00
N8 0.91 1.40 5.11  0.00
H1 -2.32 -3.99 2.80  0.00
H2 -2.14 -2.68 0.41  0.00
H3 -0.89 -2.46 4.50  0.00
H4 2.78 -0.02 4.50  0.00
H5 4.85 -0.51 2.80  0.00
H6 3.66 -0.71 0.35  0.00
H7 -1.16 2.45 4.22  0.00
H8 -2.15 4.10 2.30  0.00
H9 -1.45 2.86 -0.05  0.00
H10 -1.05 -1.10 5.80  0.00
H11 -0.29 0.31 7.97  0.00
H12 1.31 2.29 6.94  0.00
N9 0.80 1.24 -1.51  0.90
P1 0.21 2.35 -2.47  0.13
N10 -1.43 2.21 -2.70  0.02
C13 -2.14 2.90 -3.79  0.00
C14 -3.13 1.97 -4.47  0.00
C15 -4.23 1.56 -3.48  0.00
C16 -3.67 1.45 -2.05  0.00
C17 -2.19 1.11 -2.09  0.02
N11 0.84 2.31 -4.03  0.05
C18 0.55 1.08 -4.78  0.00
C19 1.71 0.10 -4.70  0.01
C20 2.98 0.70 -5.34  0.00
C21 2.87 2.23 -5.44  0.00
C22 2.22 2.81 -4.19  0.00
N12 0.55 3.84 -1.82  0.03
C23 1.58 3.98 -0.78  0.01
C24 2.65 4.99 -1.20  0.00
C25 2.01 6.33 -1.54  0.00
C26 0.91 6.15 -2.59  0.00
C27 -0.10 5.10 -2.14  0.01
H13 -1.42 3.29 -4.50  0.00
H14 -2.71 3.75 -3.37  0.00
H15 -2.60 1.09 -4.83  0.00
H16 -3.56 2.47 -5.34  0.00
H17 -4.67 0.61 -3.79  0.00
H18 -5.03 2.30 -3.50  0.00
H19 -4.20 0.67 -1.49  0.00
H20 -3.81 2.39 -1.52  0.00
H21 -2.07 0.17 -2.66  0.00
H22 -1.80 0.91 -1.09  0.01
H23 0.35 1.34 -5.82  0.00
H24 -0.36 0.62 -4.37  0.00
H25 1.44 -0.85 -5.17  0.00
H26 1.88 -0.11 -3.64  0.00
H27 3.13 0.29 -6.33  0.00
H28 3.85 0.44 -4.74  0.00
H29 2.28 2.51 -6.31  0.00
H30 3.86 2.67 -5.56  0.00
H31 2.19 3.90 -4.26  0.00
H32 2.84 2.55 -3.32  0.00
H33 2.02 3.00 -0.58  0.00
H34 1.10 4.34 0.14  0.00
H35 3.19 4.61 -2.07  0.00
H36 3.37 5.10 -0.38  0.00
H37 2.76 7.03 -1.91  0.00
H38 1.57 6.76 -0.63  0.00
H39 1.35 5.84 -3.54  0.00
H40 0.38 7.09 -2.76  0.00
H41 -0.85 4.95 -2.91  0.00
H42 -0.61 5.46 -1.23  0.00
F1 -1.53 -2.00 -1.67  0.04
C28 -0.20 -1.86 -1.43  0.20
F2 0.23 -3.04 -0.96  0.05
F3 0.38 -1.71 -2.65  0.04

Computed properties:
Total charge: +1
Multiplicity: 6
Lowest unoccupied orbital energy (alpha / beta): -0.05892 / -0.20326 Ha
Orbital gap (alpha / beta): 0.308 / 0.223 hartree
Energy relative to the best compared isomer or geometry (same formula, charge and spin): 16.0 kcal/mol